DFT (the ωB97M-V functional and the def2-TZVPD basis) results for C25H42BeBr4Cl4FMgN3NaO5 as an isolated structure in a non-equilibrium geometry.

XYZ file:
```
87
C25H42BeBr4Cl4FMgN3NaO5 (the ωB97M-V functional and the def2-TZVPD basis)
C -0.93 -2.57 5.13
C -0.75 -1.39 4.06
C 0.38 -1.57 2.98
C 0.70 -0.52 1.88
C -0.15 0.79 1.89
C -1.27 0.97 2.96
C -1.63 -0.08 4.04
C -2.83 0.09 5.11
N -4.04 -0.67 4.65
C -5.12 0.22 4.11
N -5.66 0.98 5.31
C -4.55 1.40 3.10
O -4.40 2.63 3.59
O -4.26 1.22 1.77
C -6.27 -0.54 3.31
Br -8.00 -0.78 4.31
C -5.82 -1.98 2.81
C -5.81 -3.14 3.96
Br -4.11 -1.90 1.76
H -1.13 -3.56 4.57
H -1.73 -2.37 5.91
H 0.05 -2.74 5.71
H 1.02 -2.53 2.95
H 1.49 -0.63 1.07
H -0.02 1.65 1.14
H -1.89 1.93 2.95
H -2.44 -0.43 6.07
H -3.03 1.18 5.41
H -4.35 -1.18 5.50
H -6.43 1.61 5.04
H -5.93 0.33 6.07
H -6.54 0.10 2.40
H -6.63 -2.34 2.07
H -6.88 -3.58 3.96
H -5.13 -4.02 3.67
H -5.62 -2.73 5.00
C 2.86 -0.59 -2.58
C 3.64 -1.90 -2.54
C 3.22 -2.81 -1.38
C 3.47 -2.12 -0.07
N 3.66 -1.57 0.96
H 3.03 0.01 -1.68
H 3.17 0.01 -3.43
H 1.78 -0.78 -2.66
H 4.71 -1.67 -2.47
H 3.49 -2.43 -3.48
H 3.80 -3.74 -1.40
H 2.16 -3.07 -1.46
Na -3.77 2.54 5.30
C 7.53 -1.20 -6.25
C 6.14 -1.68 -5.88
C 5.31 -1.99 -7.13
O 5.48 -0.68 -5.11
H 7.48 -0.28 -6.84
H 8.11 -0.97 -5.35
H 8.07 -1.95 -6.83
H 6.22 -2.58 -5.26
H 5.18 -1.10 -7.75
H 4.31 -2.33 -6.84
H 5.79 -2.77 -7.73
H 5.40 0.11 -5.66
C 4.76 1.25 3.39
Cl 3.29 0.26 3.55
Cl 5.81 0.97 4.80
Cl 5.62 0.80 1.91
Cl 4.31 2.97 3.33
Be 4.42 -3.97 -8.15
Br 8.21 -0.30 -9.67
C 7.21 0.08 -11.30
C 5.76 -0.30 -11.15
Br 5.51 -2.23 -11.29
H 7.71 -0.44 -12.11
H 7.31 1.16 -11.45
H 5.17 0.12 -11.97
H 5.32 0.00 -10.20
C -7.37 5.06 4.52
O -7.67 4.07 5.30
H -7.32 4.84 3.42
H -8.06 5.93 4.52
H -6.39 5.55 4.68
F -7.31 3.89 1.76
Mg -2.09 -0.64 0.70
C -4.98 6.55 2.56
O -6.04 7.29 2.77
H -4.28 6.88 1.76
H -4.28 6.40 3.40
H -5.15 5.49 2.25
```

* molecular weight: 1001.4 g/mol
* energy: -14131.104999 Eh
* charge: +1
* orbital gap: 1.6 eV